{
  "formula": "C16H36Cl2O3P",
  "method": "ωB97M-V/def2-TZVPD",
  "e_lumo_ev": 2.68,
  "gap_ev": 6.305,
  "homo_ev": -3.6218,
  "energy_ha": -2118.7942,
  "total_charge": -1,
  "spin_multiplicity": 1,
  "symbols": ["C", "C", "Cl", "C", "Cl", "C", "P", "O", "O", "O", "H", "H", "H", "H", "H", "H", "H", "H", "C", "C", "C", "C", "C", "C", "H", "H", "H", "H", "H", "H", "H", "H", "H", "H", "H", "H", "H", "H", "C", "C", "C", "C", "C", "C", "H", "H", "H", "H", "H", "H", "H", "H", "H", "H", "H", "H", "H", "H"],
  "positions_angstrom": [[2.80248, 0.14888, -0.28984], [1.94699, -0.96193, 0.42556], [3.02776, -2.20647, 1.21612], [0.94757, -1.60759, -0.61633], [1.77993, -3.02636, -1.45144], [-0.34455, -2.07694, 0.10104], [-1.48471, -0.69575, 0.37258], [-2.67135, -1.16860, 1.19097], [-0.81143, 0.67084, 1.10179], [-2.12488, -0.27471, -1.13762], [2.31289, 1.11187, -0.08591], [3.82203, 0.10118, 0.10545], [2.76087, -0.01259, -1.37348], [1.39051, -0.49900, 1.24224], [0.74240, -0.88145, -1.41554], [0.00349, -2.44086, 1.08657], [-0.24416, 1.12448, 0.47934], [-1.40941, -0.49205, -1.74177], [-1.97431, 3.42654, -6.31262], [-0.88153, 2.39721, -6.57755], [-1.42406, 1.01963, -6.95687], [-2.27032, 0.33574, -5.88146], [-1.57360, 0.13567, -4.53657], [-0.34743, -0.76969, -4.61916], [-2.59986, 3.14158, -5.46532], [-1.53347, 4.39893, -6.08417], [-2.61667, 3.54644, -7.18839], [-0.22895, 2.32113, -5.70357], [-0.25314, 2.75820, -7.39760], [-0.58350, 0.37268, -7.22563], [-2.02981, 1.11583, -7.86490], [-2.59208, -0.63865, -6.26295], [-3.18715, 0.91085, -5.71914], [-2.28869, -0.31131, -3.84144], [-1.29041, 1.10012, -4.10444], [-0.61536, -1.75210, -5.01277], [0.08907, -0.91579, -3.62903], [0.42728, -0.34274, -5.25981], [2.64619, 0.76771, 6.79662], [1.13772, 0.60937, 6.94995], [0.67536, -0.84700, 6.93144], [0.95798, -1.60119, 5.63099], [0.35833, -0.97325, 4.37319], [-1.16500, -0.90767, 4.38844], [2.99558, 0.38628, 5.83591], [2.92603, 1.82197, 6.85438], [3.17639, 0.23553, 7.59041], [0.62722, 1.17940, 6.16926], [0.83477, 1.05596, 7.90254], [-0.39714, -0.87786, 7.14496], [1.16059, -1.38274, 7.75584], [0.57697, -2.62233, 5.73406], [2.04030, -1.69816, 5.49421], [0.66997, -1.56900, 3.50997], [0.76681, 0.03034, 4.21530], [-1.59550, -1.90456, 4.50465], [-1.53098, -0.49080, 3.45062], [-1.53404, -0.27522, 5.20093]],
  "atomic_forces_ev_per_a": [[-0.6, -0.9, 0.6], [0.8, 0.4, -1.6], [-0.4, 0.6, 0.0], [-1.2, -0.5, 2.2], [-0.1, 0.4, -0.4], [0.8, 2.3, -0.8], [-2.2, -3.6, 0.8], [1.8, 1.6, -0.6], [-0.9, -0.7, -0.7], [1.5, 0.5, 1.6], [0.4, -0.1, 0.0], [-0.2, 0.4, -0.3], [0.4, 0.0, 0.2], [0.0, -0.4, -0.1], [0.2, -0.1, 0.1], [-0.6, 0.0, -0.2], [0.3, 0.3, -0.2], [0.0, -0.2, -0.6], [0.1, 0.0, 0.1], [-0.1, 0.0, -0.1], [0.1, -0.1, 0.0], [-0.1, 0.1, 0.0], [0.0, -0.2, 0.0], [0.0, 0.2, 0.1], [0.0, 0.0, 0.0], [-0.1, 0.0, 0.0], [0.0, 0.0, 0.0], [0.0, 0.0, 0.0], [0.0, 0.0, 0.0], [0.0, 0.0, 0.0], [0.0, 0.0, 0.0], [0.0, 0.0, 0.0], [0.0, 0.0, 0.0], [0.0, 0.1, 0.0], [0.0, 0.0, 0.0], [0.0, 0.0, 0.0], [0.1, -0.1, -0.1], [0.0, 0.0, 0.0], [0.0, 0.1, -0.1], [0.0, -0.1, 0.1], [-0.1, 0.0, 0.0], [0.2, 0.1, -0.1], [-0.1, -0.1, 0.0], [0.1, 0.2, -0.1], [0.0, 0.0, 0.0], [0.1, 0.0, 0.0], [0.0, 0.0, 0.0], [0.0, 0.0, 0.0], [0.0, 0.0, 0.0], [0.0, 0.0, 0.0], [0.0, 0.0, 0.0], [0.0, 0.0, 0.0], [0.0, 0.0, 0.0], [0.0, 0.1, 0.0], [0.0, 0.0, 0.0], [0.0, 0.0, 0.0], [-0.1, -0.1, 0.0], [0.0, 0.0, 0.0]],
  "mulliken_charge": [-1.187, 0.762, -0.219, 0.583, -0.277, -1.235, 1.034, -0.765, -0.540, -0.563, 0.266, 0.393, 0.241, -0.188, -0.160, 0.354, 0.278, 0.187, -1.197, -0.361, -0.767, -0.936, -0.308, -0.615, 0.290, 0.372, 0.293, 0.265, 0.360, 0.306, 0.402, 0.405, 0.336, 0.431, 0.334, 0.269, -0.081, 0.289, -1.183, -0.349, -0.792, -0.923, 0.406, -1.252, 0.278, 0.372, 0.289, 0.265, 0.374, 0.303, 0.411, 0.417, 0.301, -0.055, 0.209, 0.263, 0.284, 0.327]
}